{
  "formula": "C22H28F6N7O6S2Sc",
  "method": "the ωB97M-V functional and the def2-TZVPD basis",
  "elements": ["Sc", "S", "S", "F", "F", "F", "F", "F", "F", "O", "O", "O", "O", "O", "O", "N", "N", "N", "N", "N", "N", "N", "C", "C", "C", "C", "C", "C", "C", "C", "C", "C", "C", "C", "C", "C", "C", "C", "C", "C", "C", "C", "C", "C", "H", "H", "H", "H", "H", "H", "H", "H", "H", "H", "H", "H", "H", "H", "H", "H", "H", "H", "H", "H", "H", "H", "H", "H", "H", "H", "H", "H"],
  "positions_angstrom": [[8.546, 9.986, 13.880], [10.667, 7.438, 12.881], [11.887, 9.972, 12.991], [10.472, 5.531, 14.578], [12.193, 9.758, 15.658], [12.450, 5.699, 13.819], [11.771, 7.151, 15.279], [13.216, 11.362, 14.618], [13.990, 9.330, 14.569], [10.621, 10.550, 13.484], [12.561, 10.745, 12.011], [10.361, 6.546, 11.804], [9.511, 8.009, 13.584], [8.093, 11.298, 12.389], [6.737, 9.067, 14.128], [8.734, 9.769, 16.095], [10.300, 9.986, 6.678], [11.774, 8.437, 12.559], [8.157, 12.990, 13.937], [8.373, 11.958, 14.804], [10.178, 9.495, 9.495], [5.277, 8.726, 15.803], [6.944, 13.177, 10.610], [11.398, 6.377, 14.237], [9.062, 8.482, 18.085], [8.997, 10.900, 16.813], [8.794, 8.584, 16.733], [7.112, 15.453, 9.821], [10.775, 10.755, 8.957], [6.663, 14.106, 9.657], [6.121, 8.289, 14.904], [9.395, 9.625, 18.768], [10.167, 11.179, 7.595], [10.271, 8.370, 8.513], [12.956, 10.097, 14.537], [8.771, 12.145, 16.049], [6.269, 6.826, 14.707], [8.018, 12.597, 12.728], [7.851, 15.841, 10.931], [8.206, 14.877, 11.835], [9.621, 8.764, 7.224], [8.980, 13.501, 16.577], [9.334, 10.891, 18.150], [7.717, 13.584, 11.673], [7.316, 6.557, 14.471], [8.554, 13.648, 17.545], [11.825, 10.536, 8.750], [8.544, 8.991, 7.463], [10.525, 11.580, 9.586], [6.612, 12.170, 10.572], [10.794, 11.999, 7.159], [9.813, 7.983, 6.473], [8.673, 7.684, 16.193], [5.690, 6.600, 13.790], [6.796, 16.158, 9.027], [5.206, 9.716, 15.888], [11.332, 9.769, 6.528], [9.126, 7.520, 18.567], [5.878, 6.260, 15.562], [6.009, 13.835, 8.834], [8.572, 14.213, 15.879], [10.060, 13.700, 16.642], [11.348, 8.188, 8.329], [4.715, 8.131, 16.385], [9.749, 9.486, 19.754], [9.624, 11.884, 18.588], [9.748, 7.515, 8.906], [9.058, 11.406, 7.657], [8.727, 15.158, 12.770], [9.258, 9.666, 9.773], [8.199, 16.895, 11.070], [9.919, 10.180, 5.790]],
  "lowdin_charge": [1.09, 0.62, 0.69, 0.18, 0.08, 0.18, 0.13, 0.20, 0.22, -0.36, -0.22, -0.23, -0.38, -0.16, -0.07, 0.04, 0.04, -0.26, 0.10, -0.02, -0.02, 0.26, -0.05, -0.68, -0.01, -0.20, -0.08, -0.05, -0.16, -0.07, -0.52, 0.00, -0.09, -0.18, -0.66, -0.20, 0.04, -0.38, -0.07, -0.03, -0.12, 0.00, 0.05, -0.17, 0.09, 0.09, 0.13, 0.16, 0.12, 0.11, 0.15, 0.15, 0.10, 0.13, 0.12, 0.14, 0.21, 0.13, 0.10, 0.11, 0.08, 0.12, 0.14, 0.14, 0.12, 0.15, 0.12, 0.15, 0.13, 0.08, 0.13, 0.15],
  "de_lowest_ev": 0.000,
  "homo_ev": -13.1,
  "energy_ev": -104650.435,
  "lumo_energy_ev": -5.771,
  "charge": 2,
  "gap_ev": 7.31
}

---

{
  "formula": "C5H11NO",
  "method": "the ωB97M-V functional and the def2-TZVPD basis",
  "elements": ["O", "N", "C", "C", "C", "C", "C", "H", "H", "H", "H", "H", "H", "H", "H", "H", "H", "H"],
  "positions_angstrom": [[2.403, 0.455, 1.908], [0.425, -0.548, 1.312], [-1.275, 0.521, -0.312], [1.719, -0.030, 1.042], [2.041, 0.088, -0.436], [-0.482, 0.600, 1.001], [-1.869, -0.865, -0.535], [1.957, 1.151, -0.690], [-1.162, 0.697, 1.846], [-2.282, -1.251, 0.404], [3.054, -0.242, -0.648], [-0.669, 0.814, -1.180], [0.120, 1.520, 0.982], [-2.665, -0.850, -1.283], [-2.074, 1.269, -0.242], [0.246, -1.330, 0.683], [-1.110, -1.577, -0.884], [1.321, -0.452, -1.057]],
  "lowdin_charge": [0.10, 0.02, -0.25, -0.53, 0.00, -0.21, -0.12, 0.10, 0.11, 0.08, 0.08, 0.10, 0.12, 0.07, 0.11, 0.09, 0.07, 0.07],
  "smiles": "CCCNC(C)=O",
  "de_lowest_ev": 1.191,
  "homo_ev": -9.6,
  "energy_ev": -8900.506,
  "lumo_energy_ev": 0.848,
  "charge": 0,
  "gap_ev": 10.40
}

---

{
  "formula": "C13H27NO14",
  "method": "the ωB97M-V functional and the def2-TZVPD basis",
  "elements": ["O", "O", "O", "O", "O", "O", "O", "O", "O", "O", "O", "O", "O", "O", "N", "C", "C", "C", "C", "C", "C", "C", "C", "C", "C", "C", "C", "C", "H", "H", "H", "H", "H", "H", "H", "H", "H", "H", "H", "H", "H", "H", "H", "H", "H", "H", "H", "H", "H", "H", "H", "H", "H", "H", "H"],
  "positions_angstrom": [[-1.439, 2.021, 2.851], [4.120, -0.611, 5.463], [0.716, 0.849, -0.877], [-2.040, 2.111, 0.733], [2.883, 1.271, -4.395], [-5.244, -1.097, -0.035], [-5.546, -3.150, -0.663], [1.236, -0.920, -1.903], [-3.676, -2.062, -1.378], [3.079, -0.696, 3.622], [3.617, -0.540, -5.465], [4.488, 1.413, -5.879], [-1.655, 3.910, 1.922], [2.122, -1.592, 5.383], [0.432, -0.165, -1.400], [4.213, -0.910, 6.844], [2.811, -1.370, -4.728], [3.016, -1.018, 4.873], [-4.712, -2.092, -0.735], [4.524, 2.796, -5.675], [-0.991, -0.577, -1.427], [-4.430, 0.097, 0.147], [3.586, 0.762, -5.156], [-5.176, -4.302, -1.329], [-1.730, 2.624, 1.723], [-1.890, 4.766, 0.786], [-1.446, 0.628, 2.829], [1.954, -1.123, 2.866], [-1.071, -1.524, -0.913], [3.546, 3.254, -5.810], [-4.854, 0.637, 0.979], [-3.389, -0.106, 0.384], [5.213, 3.242, -6.390], [2.102, -0.832, 1.841], [-2.825, 5.285, 0.943], [-1.222, -0.727, -2.474], [-1.092, 0.284, 3.795], [4.414, -1.974, 6.962], [1.039, -0.733, 3.306], [4.920, 3.034, -4.683], [5.052, -0.343, 7.224], [-6.069, -4.912, -1.405], [-4.445, -4.845, -0.730], [1.852, -2.215, 2.894], [1.881, -0.876, -4.439], [3.280, -1.646, -3.787], [-1.919, 4.172, -0.124], [2.560, -2.233, -5.325], [-4.443, 0.663, -0.789], [-1.049, 5.449, 0.752], [-4.784, -4.091, -2.319], [3.305, -0.627, 7.365], [-0.786, 0.238, 2.057], [-1.599, 0.192, -0.984], [-2.444, 0.211, 2.673]],
  "lowdin_charge": [0.04, 0.02, 0.10, 0.15, 0.18, 0.01, 0.00, 0.05, 0.10, 0.04, 0.02, 0.01, 0.03, 0.15, -0.47, -0.04, -0.08, -0.70, -0.57, -0.07, 0.04, -0.02, -0.65, -0.07, -0.69, 0.00, -0.05, -0.03, 0.10, 0.10, 0.09, 0.06, 0.09, 0.09, 0.09, 0.11, 0.10, 0.10, 0.07, 0.10, 0.09, 0.10, 0.10, 0.11, 0.08, 0.10, 0.09, 0.10, 0.11, 0.10, 0.10, 0.10, 0.09, 0.07, 0.10],
  "smiles": "C[N+](=O)[O-].COC(=O)OC.COC(=O)OC.COC(=O)OC.COC(=O)OC",
  "de_lowest_ev": 0.000,
  "homo_ev": -10.7,
  "energy_ev": -44070.541,
  "lumo_energy_ev": 0.489,
  "charge": 0,
  "gap_ev": 11.22
}